No. 1
C5H11NO | wB97M-V/def2-TZVPD

Relative energy (zero: lowest compared OMol25 entry of this formula, charge and spin) (kJ/mol): 260.76
HOMO level (eV): -9.34
Energy (eV): -8898.995
SMILES: CCN1C[C@H]1CO
Orbital gap (eV): 10.401

ORCA input file:
```
! RIJCOSX wB97M-V def2-TZVPD def2/J DEFGRID3
* xyz 0 1
C -1.920 -0.143 -0.984
C -1.464 -0.339 0.543
N -0.032 -0.429 0.751
C 0.593 0.704 1.407
C 0.717 0.516 -0.043
C 1.944 -0.012 -0.744
O 2.676 -0.921 0.028
H -2.952 0.183 -0.869
H -1.929 -1.153 -1.385
H -1.495 0.513 -1.801
H -1.942 0.438 1.169
H -1.891 -1.280 0.939
H -0.062 1.517 1.713
H 1.404 0.433 2.065
H 0.046 1.167 -0.601
H 1.639 -0.489 -1.682
H 2.647 0.777 -0.993
H 1.990 -1.466 0.433
*
```

---

No. 2
C5H14OS2 | wB97M-V/def2-TZVPD

Relative energy (zero: lowest compared OMol25 entry of this formula, charge and spin) (kJ/mol): 138.08
HOMO level (spin up / spin down) (eV): -14.49 / -14.70
Energy (eV): -29120.351
Orbital gap (spin up / spin down) (eV): 10.986 / 6.885
Expectation value of S²: 0.755

ORCA input file:
```
! RIJCOSX wB97M-V def2-TZVPD def2/J DEFGRID3
* xyz 1 2
C -0.011 1.344 -2.069
C -0.628 2.756 -2.344
C 1.107 1.442 -0.957
S 1.458 -0.273 -0.330
S 1.643 -0.422 1.486
C 0.299 -1.462 2.232
C 0.964 -2.635 2.936
H -0.750 0.537 -1.785
H 0.284 0.845 -3.033
H 0.095 3.541 -2.422
H -1.212 2.887 -3.214
H -1.211 3.116 -1.508
H 0.848 2.106 -0.092
H 2.087 1.661 -1.581
H -0.554 -1.886 1.583
H -0.105 -0.849 3.037
H 0.237 -3.465 3.324
H 1.619 -3.184 2.331
H 1.474 -2.276 3.800
H -1.908 -0.783 -0.411
H -2.888 -1.957 -0.485
O -2.847 -1.043 -0.496
*
```

---

No. 3
C10H16 | wB97M-V/def2-TZVPD

Relative energy (zero: lowest compared OMol25 entry of this formula, charge and spin) (kJ/mol): 34.17
HOMO level (eV): -9.09
Energy (eV): -10629.389
SMILES: Cc1ccccc1.CCC
Orbital gap (eV): 10.092

ORCA input file:
```
! RIJCOSX wB97M-V def2-TZVPD def2/J DEFGRID3
* xyz 0 1
C 1.060 1.494 3.588
C 0.237 1.650 2.320
C 0.691 2.433 1.271
C -0.037 2.561 0.093
C -1.207 1.830 -0.064
C -1.666 1.024 0.961
C -0.952 0.945 2.151
H 0.566 2.014 4.411
H 1.993 2.032 3.456
H 1.153 0.445 3.816
H 1.618 2.982 1.384
H 0.247 3.228 -0.713
H -1.769 1.971 -0.967
H -2.546 0.419 0.858
H -1.366 0.308 2.915
C 1.176 -1.531 -2.543
C -0.058 -2.342 -2.903
C -0.695 -3.007 -1.667
H 1.774 -2.138 -1.849
H 0.944 -0.620 -1.994
H 1.788 -1.406 -3.429
H -0.798 -1.666 -3.345
H 0.196 -3.093 -3.651
H -1.067 -2.226 -1.014
H -1.398 -3.788 -1.949
H 0.118 -3.518 -1.137
*
```

---

No. 4
C44H37F5N2NiOP2SiTe | wB97M-V/def2-TZVPD

HOMO level (spin up / spin down) (eV): -7.07 / -8.23
Energy (eV): -139634.740
Orbital gap (spin up / spin down) (eV): 7.497 / 8.231
Expectation value of S²: 2.012

ORCA input file:
```
! RIJCOSX wB97M-V def2-TZVPD def2/J DEFGRID3
* xyz 0 3
Ni -13.583 -11.718 7.430
C -9.678 -9.160 7.197
Si -10.942 -10.548 6.888
C -10.986 -10.883 5.021
C -9.837 -10.500 4.327
C -9.810 -10.327 2.960
C -10.950 -10.510 2.212
C -12.129 -10.891 2.870
C -12.141 -11.111 4.240
P -13.708 -11.806 5.000
C -15.195 -11.022 4.257
C -15.662 -11.287 2.973
C -16.895 -10.801 2.562
C -17.657 -10.036 3.426
C -17.207 -9.797 4.700
C -15.985 -10.308 5.135
C -13.781 -13.456 4.213
C -12.778 -13.967 3.386
C -12.897 -15.237 2.851
C -13.968 -16.034 3.208
C -14.939 -15.553 4.063
C -14.853 -14.266 4.562
C -10.292 -12.113 7.927
C -8.901 -12.058 8.100
C -8.169 -13.007 8.822
C -8.805 -14.076 9.433
C -10.185 -14.198 9.269
C -10.913 -13.251 8.534
P -12.655 -13.700 8.271
C -13.378 -14.067 9.901
C -14.680 -14.563 9.885
C -15.400 -14.721 11.043
C -14.847 -14.362 12.260
C -13.573 -13.839 12.300
C -12.839 -13.700 11.122
C -12.473 -15.374 7.494
C -13.073 -16.552 7.908
C -12.871 -17.712 7.177
C -12.016 -17.778 6.097
C -11.364 -16.600 5.685
C -11.608 -15.418 6.389
H -8.628 -9.337 7.037
H -9.682 -8.790 8.218
H -9.996 -8.325 6.544
H -8.942 -10.296 4.866
H -8.902 -10.005 2.476
H -10.962 -10.332 1.147
H -13.046 -11.051 2.293
H -15.059 -11.854 2.291
H -17.253 -11.005 1.561
H -18.601 -9.659 3.068
H -17.782 -9.201 5.402
H -15.630 -10.139 6.138
H -11.882 -13.387 3.165
H -12.148 -15.631 2.173
H -13.978 -17.028 2.791
H -15.766 -16.190 4.360
H -15.633 -13.875 5.203
H -8.313 -11.290 7.618
H -7.092 -12.910 8.880
H -8.242 -14.793 10.021
H -10.682 -15.063 9.714
H -15.165 -14.770 8.936
H -16.405 -15.106 10.982
H -15.414 -14.483 13.158
H -13.121 -13.530 13.230
H -11.853 -13.231 11.145
H -13.734 -16.583 8.755
H -13.400 -18.610 7.490
H -11.903 -18.706 5.561
H -10.726 -16.599 4.815
H -11.086 -14.511 6.074
N -15.663 -8.905 9.701
C -14.192 -11.315 9.216
N -15.375 -11.583 8.884
C -16.525 -11.185 9.637
C -17.578 -12.043 9.872
C -18.680 -11.606 10.600
C -18.838 -10.275 10.956
C -17.841 -9.366 10.684
C -16.694 -9.837 10.041
H -15.884 -7.993 10.110
H -13.936 -10.799 10.158
H -17.498 -13.058 9.493
H -19.481 -12.292 10.800
H -19.726 -9.975 11.502
H -17.908 -8.310 10.903
F -14.243 -8.253 6.222
Te -12.807 -7.752 7.387
F -12.865 -8.404 9.217
F -11.836 -7.640 5.529
F -14.110 -6.582 8.004
F -15.792 -8.671 8.345
O -12.400 -9.967 7.204
*
```

---

No. 5
C24H49CeN3Si | wB97M-V/def2-TZVPD

HOMO level (spin up / spin down) (eV): -14.22 / -14.22
Energy (eV): -50943.044
Orbital gap (spin up / spin down) (eV): 6.191 / 6.224

ORCA input file:
```
! RIJCOSX wB97M-V def2-TZVPD def2/J DEFGRID3
* xyz 2 1
Ce 0.921 -0.597 -0.655
C 3.462 0.353 -1.092
C 2.649 1.028 -2.023
C 2.141 0.080 -2.934
C 2.646 -1.191 -2.566
C 3.463 -1.016 -1.427
H 4.097 0.818 -0.350
H 2.579 2.099 -2.151
H 1.635 0.320 -3.861
H 2.629 -2.080 -3.189
H 4.124 -1.763 -1.004
C -2.318 -1.459 -2.414
N -0.971 -2.034 -2.517
C -0.556 -1.870 -3.919
C -1.067 -3.469 -2.194
C 0.278 -4.120 -1.889
N 0.940 -3.588 -0.685
C 2.300 -4.147 -0.661
C 0.239 -4.056 0.518
H -3.016 -1.957 -3.100
H -2.281 -0.399 -2.676
H -2.693 -1.573 -1.397
H -1.253 -2.383 -4.595
H 0.440 -2.274 -4.081
H -0.551 -0.811 -4.176
H -1.523 -4.015 -3.033
H -1.734 -3.580 -1.336
H 0.952 -3.968 -2.736
H 0.111 -5.205 -1.784
H 2.272 -5.244 -0.628
H 2.838 -3.791 0.220
H 2.844 -3.841 -1.551
H 0.159 -5.153 0.541
H -0.766 -3.639 0.565
H 0.791 -3.733 1.399
C 1.517 3.561 0.616
C 0.913 2.709 1.735
C 2.062 1.847 2.275
C 0.454 3.659 2.844
Si -0.507 1.513 0.982
C -1.709 2.545 -0.251
C -2.988 1.751 -0.529
C -2.140 3.907 0.294
C -1.001 2.756 -1.598
C -1.556 0.674 2.467
C -0.628 0.153 3.568
C -2.286 -0.561 1.927
C -2.567 1.616 3.124
H 2.372 4.119 0.997
H 0.804 4.285 0.232
H 1.866 2.932 -0.202
H 2.907 2.482 2.538
H 2.396 1.131 1.513
H 1.768 1.302 3.165
H 1.286 4.292 3.155
H 0.110 3.119 3.721
H -0.345 4.312 2.504
H -3.607 1.692 0.359
H -2.764 0.740 -0.862
H -3.578 2.244 -1.300
H -2.658 3.796 1.241
H -2.827 4.384 -0.405
H -1.300 4.579 0.431
H -0.646 1.801 -2.025
H -0.149 3.420 -1.499
H -1.686 3.213 -2.312
H 0.100 -0.550 3.159
H -1.212 -0.365 4.327
H -0.107 0.963 4.066
H -1.571 -1.244 1.442
H -3.055 -0.298 1.209
H -2.769 -1.094 2.745
H -2.084 2.516 3.493
H -3.039 1.117 3.969
H -3.353 1.907 2.435
N 2.631 -1.571 2.655
C 2.225 -1.605 1.569
H 2.943 -1.490 3.602
*
```

---

No. 6
C44H57Cl3KN3O7P2Si2 | wB97M-V/def2-TZVPD

Relative energy (zero: lowest compared OMol25 entry of this formula, charge and spin) (kJ/mol): 214.29
HOMO level (eV): -1.79
Energy (eV): -153582.849
Orbital gap (eV): 5.572

ORCA input file:
```
! RIJCOSX wB97M-V def2-TZVPD def2/J DEFGRID3
* xyz -2 1
K -0.856 -1.652 -0.714
C -4.410 0.880 -3.932
Si -4.323 1.513 -2.170
C -5.604 0.663 -1.113
C -4.673 3.366 -2.221
N -2.707 1.163 -1.602
P -1.617 1.875 -0.503
C -0.339 0.962 -0.106
P 1.201 1.243 0.446
N 2.238 0.048 0.411
Si 3.851 -0.226 0.728
C 4.061 -1.622 1.998
C 4.822 -0.727 -0.819
C 4.869 1.209 1.454
C 2.011 2.643 -0.446
C 2.638 2.305 -1.654
C 3.266 3.270 -2.431
C 3.293 4.596 -2.010
C 2.667 4.946 -0.822
C 2.023 3.978 -0.054
C 1.149 1.811 2.213
C 0.126 1.281 3.007
C 0.070 1.533 4.374
C 1.039 2.327 4.977
C 2.067 2.855 4.202
C 2.124 2.594 2.836
C -1.291 3.456 -1.388
C -1.163 3.437 -2.780
C -0.777 4.576 -3.477
C -0.513 5.757 -2.796
C -0.604 5.781 -1.412
C -0.969 4.635 -0.715
C -2.764 2.337 0.886
C -3.420 3.555 1.067
C -4.294 3.749 2.136
C -4.537 2.722 3.036
C -3.911 1.493 2.852
C -3.039 1.302 1.789
H -5.443 0.906 -4.312
H -4.049 -0.153 -3.970
H -3.782 1.487 -4.597
H -6.485 0.363 -1.699
H -5.930 1.302 -0.282
H -5.105 -0.223 -0.694
H -5.536 3.528 -2.887
H -3.834 3.954 -2.609
H -4.942 3.752 -1.230
H 3.477 -2.504 1.696
H 3.683 -1.288 2.977
H 5.113 -1.929 2.118
H 4.153 -1.165 -1.572
H 5.622 -1.448 -0.586
H 5.295 0.160 -1.268
H 4.678 1.342 2.527
H 4.659 2.160 0.942
H 5.939 0.989 1.329
H 2.629 1.264 -1.969
H 3.742 2.987 -3.365
H 3.790 5.351 -2.611
H 2.666 5.980 -0.494
H 1.520 4.275 0.859
H -0.628 0.664 2.521
H -0.740 1.117 4.965
H 0.993 2.533 6.041
H 2.832 3.470 4.662
H 2.947 2.993 2.257
H -1.370 2.512 -3.311
H -0.680 4.538 -4.558
H -0.215 6.647 -3.340
H -0.362 6.688 -0.868
H -0.984 4.653 0.367
H -3.281 4.362 0.363
H -4.791 4.707 2.253
H -5.218 2.870 3.865
H -4.116 0.671 3.530
H -2.592 0.329 1.593
O -0.646 0.015 -4.229
C -0.418 -0.500 -3.254
O -2.687 -0.261 -1.636
O -3.021 -0.799 -0.353
Cl -4.351 -3.530 -1.949
C -3.182 -4.634 -2.683
Cl -3.153 -6.162 -1.751
Cl -3.699 -5.031 -4.343
C -1.749 -3.888 -2.658
O -1.504 -3.203 -3.666
O -1.102 -4.062 -1.599
C 2.698 -4.641 -1.473
C 1.999 -4.766 -2.838
C 1.802 -3.301 -3.273
O 2.092 -2.490 -2.119
C 2.118 -3.326 -0.967
H 3.782 -4.549 -1.589
H 2.485 -5.482 -0.806
H 1.025 -5.242 -2.713
H 2.580 -5.339 -3.563
H 0.780 -3.125 -3.610
H 2.501 -3.006 -4.063
H 1.103 -3.493 -0.599
H 2.707 -2.822 -0.197
O -0.260 -2.485 1.482
C -0.198 -2.985 2.581
C 0.897 -2.642 3.560
C 1.790 -3.910 3.654
C 1.829 -4.780 2.369
C 0.689 -5.812 2.208
C -0.707 -5.223 1.960
N -0.952 -4.116 2.915
H 0.505 -2.361 4.544
H 1.444 -1.795 3.146
H 1.461 -4.539 4.488
H 2.804 -3.589 3.892
H 2.770 -5.333 2.368
H 1.863 -4.128 1.491
H 0.657 -6.427 3.116
H 0.936 -6.490 1.384
H -1.474 -5.988 2.077
H -0.811 -4.823 0.951
H -0.755 -4.416 3.858
*
```

---

No. 7
C50H56N4P4Se2Sn | wB97M-V/def2-TZVPD

HOMO level (eV): -6.81
Energy (eV): -232400.976
Orbital gap (eV): 7.086

ORCA input file:
```
! RIJCOSX wB97M-V def2-TZVPD def2/J DEFGRID3
* xyz 0 1
Sn -0.007 0.978 0.192
C 1.984 -1.963 4.373
C 0.869 -1.870 3.334
C 1.158 -2.830 2.173
P 0.608 -0.155 2.650
C -0.344 0.783 3.951
C -0.250 2.297 3.719
C -0.105 0.431 5.420
C 2.268 0.559 2.491
C 3.000 1.117 3.542
C 4.222 1.724 3.328
C 4.713 1.808 2.027
C 4.013 1.256 0.973
C 2.797 0.574 1.178
N 2.049 0.018 0.136
C 2.642 -0.568 -0.963
C 3.934 -1.145 -0.906
C 4.516 -1.737 -2.006
C 3.834 -1.824 -3.218
C 2.543 -1.341 -3.281
C 1.934 -0.714 -2.188
P 0.184 -0.273 -2.203
C -0.172 0.898 -3.600
C 0.193 2.314 -3.134
C 0.507 0.609 -4.938
C -0.754 -1.854 -2.493
C -0.091 -2.979 -1.691
C -0.986 -2.262 -3.945
H 2.061 -2.994 4.730
H 1.817 -1.321 5.238
H 2.941 -1.691 3.926
H -0.091 -2.134 3.789
H 2.085 -2.542 1.665
H 0.349 -2.821 1.447
H 1.281 -3.848 2.550
H -1.371 0.478 3.716
H 0.767 2.657 3.874
H -0.910 2.821 4.415
H -0.555 2.572 2.709
H 0.896 0.708 5.754
H -0.254 -0.631 5.617
H -0.817 0.989 6.034
H 2.602 1.078 4.549
H 4.782 2.139 4.157
H 5.646 2.324 1.833
H 4.390 1.351 -0.037
H 4.463 -1.137 0.037
H 5.511 -2.156 -1.914
H 4.294 -2.287 -4.081
H 1.983 -1.471 -4.197
H -1.258 0.834 -3.722
H 1.243 2.357 -2.828
H -0.427 2.638 -2.297
H 0.050 3.028 -3.950
H 1.588 0.723 -4.851
H 0.154 1.335 -5.675
H 0.288 -0.386 -5.323
H -1.729 -1.649 -2.036
H 0.865 -3.259 -2.138
H -0.740 -3.858 -1.680
H 0.087 -2.678 -0.660
H -0.048 -2.490 -4.455
H -1.520 -1.494 -4.508
H -1.595 -3.171 -3.959
Se -4.884 -4.670 -0.203
P -5.244 -2.639 0.146
C -6.280 -1.900 -1.149
C -7.228 -0.916 -0.889
C -8.000 -0.405 -1.924
C -7.828 -0.873 -3.217
C -6.888 -1.863 -3.478
C -6.119 -2.379 -2.448
C -6.093 -2.375 1.729
C -7.466 -2.598 1.837
C -8.080 -2.562 3.079
C -7.325 -2.335 4.222
C -5.954 -2.149 4.122
C -5.338 -2.165 2.879
C -3.706 -1.663 0.249
C -3.237 -0.350 0.029
N -1.902 -0.392 0.334
N -1.598 -1.624 0.710
N -2.647 -2.394 0.661
P -4.051 1.187 -0.453
Se -2.893 2.950 -0.333
C -5.451 1.374 0.686
C -5.101 1.421 2.036
C -6.058 1.705 2.994
C -7.373 1.941 2.611
C -7.722 1.899 1.271
C -6.763 1.623 0.304
C -4.546 1.018 -2.185
C -3.937 0.057 -2.983
C -4.086 0.107 -4.364
C -4.850 1.106 -4.945
C -5.466 2.065 -4.147
C -5.303 2.033 -2.774
H -7.372 -0.561 0.122
H -8.741 0.359 -1.717
H -8.429 -0.468 -4.023
H -6.762 -2.240 -4.486
H -5.410 -3.178 -2.631
H -8.045 -2.822 0.950
H -9.147 -2.733 3.156
H -7.804 -2.314 5.194
H -5.359 -1.995 5.015
H -4.264 -2.042 2.804
H -4.068 1.260 2.326
H -5.781 1.741 4.040
H -8.125 2.161 3.360
H -8.746 2.088 0.969
H -7.046 1.601 -0.740
H -3.346 -0.729 -2.527
H -3.602 -0.638 -4.985
H -4.965 1.142 -6.022
H -6.052 2.854 -4.603
H -5.717 2.822 -2.159
*
```

---

No. 8
C3H5NOS | wB97M-V/def2-TZVPD

Relative energy (zero: lowest compared OMol25 entry of this formula, charge and spin) (kJ/mol): 539.27
HOMO level (eV): -8.60
Energy (eV): -17559.678
SMILES: C#CC.O=NS
Orbital gap (eV): 8.653

ORCA input file:
```
! RIJCOSX wB97M-V def2-TZVPD def2/J DEFGRID3
* xyz 0 1
C 0.377 0.132 1.502
C 0.185 0.919 0.588
C -0.213 1.722 -0.514
H 0.917 -0.359 2.244
H 0.516 1.840 -1.301
H -0.392 2.747 -0.073
H -1.133 1.362 -1.027
O -1.156 -3.017 0.554
N -0.477 -2.128 0.131
S 0.466 -2.202 -1.194
H 0.909 -1.016 -0.911
*
```

---

Q: What is the energy in the fourth record?
A: -139634.740 eV